[1]
65
Properties=species:S:1:pos:R:3:forces:R:3:lowdin_charge:R:1 method="wB97M-V/def2-TZVPD" fmax_ha_per_bohr=0.0201 lumo_ev=-0.185 e_above_lowest_kcal_mol=15.0 mol_weight_g_mol=721.41
Y 0.375 -0.793 0.851 -0.7 -0.2 -0.7 1.537
Cl 5.904 -0.194 5.053 0.0 0.0 0.0 0.657
C 4.787 -0.853 3.903 0.0 0.0 0.0 -0.682
C 3.507 -0.318 3.841 0.0 0.0 0.0 -0.038
C 2.590 -0.816 2.931 -0.1 -0.1 0.1 -0.202
N 1.257 -0.365 2.792 0.4 -0.1 0.9 -0.046
C 0.522 0.025 3.851 0.1 0.0 0.0 -0.462
O 0.881 0.289 4.988 0.0 0.0 0.0 0.063
C -0.972 0.076 3.541 0.1 -0.1 0.1 -0.185
C -1.815 0.744 4.411 0.0 0.0 0.0 0.015
C -3.174 0.743 4.157 0.0 0.0 0.0 -0.033
C -3.650 0.059 3.047 0.0 0.0 0.0 -0.043
C -2.742 -0.579 2.227 0.0 0.0 0.0 -0.126
N -1.427 -0.576 2.459 -0.1 0.1 0.3 0.010
C 2.962 -1.876 2.067 0.0 -0.1 0.0 -0.195
C 4.240 -2.408 2.148 0.0 0.0 0.0 -0.037
C 5.149 -1.893 3.063 0.0 0.0 0.0 -0.682
Cl 6.737 -2.587 3.127 0.0 0.0 0.0 0.656
N 1.951 -2.301 1.179 0.4 -0.6 0.3 -0.035
C 1.932 -3.501 0.585 0.0 0.0 0.0 -0.474
O 2.763 -4.401 0.594 0.0 0.0 0.0 0.046
C 0.647 -3.732 -0.219 0.1 -0.1 0.1 -0.192
C 0.577 -4.833 -1.057 -0.1 0.0 0.0 0.000
C -0.562 -5.024 -1.819 0.0 0.0 0.0 -0.038
C -1.599 -4.107 -1.726 0.0 0.0 0.0 -0.045
C -1.455 -3.037 -0.864 0.0 0.0 0.0 -0.114
N -0.363 -2.854 -0.118 0.0 -0.4 -0.2 0.010
H 3.222 0.475 4.514 0.0 0.0 0.0 0.107
H -1.377 1.235 5.268 0.0 0.0 0.0 0.124
H -3.856 1.263 4.816 0.0 0.0 0.0 0.113
H -4.704 0.024 2.812 0.0 0.0 0.0 0.108
H -3.073 -1.105 1.340 0.0 0.0 0.0 0.103
H 4.523 -3.231 1.513 0.0 0.0 0.0 0.101
H 1.424 -5.505 -1.081 0.0 0.0 0.0 0.123
H -0.641 -5.874 -2.485 0.0 0.0 0.0 0.113
H -2.502 -4.212 -2.311 0.0 0.0 0.0 0.108
H -2.230 -2.284 -0.773 0.0 0.0 0.0 0.102
C -2.521 6.222 -3.578 0.0 0.0 0.0 -0.045
C -2.107 5.028 -2.764 0.0 0.0 0.0 -0.262
C -2.909 3.895 -2.696 0.0 0.0 0.0 -0.027
C -2.526 2.791 -1.947 0.0 0.0 0.0 -0.044
C -1.326 2.836 -1.260 0.0 0.0 0.0 -0.306
C -0.502 3.955 -1.308 0.0 0.0 0.0 -0.046
C -0.900 5.042 -2.062 0.0 0.0 0.0 -0.027
S -0.816 1.472 -0.283 0.0 0.3 -0.2 0.544
O -1.712 0.342 -0.565 0.0 0.0 0.0 -0.352
O -0.768 1.862 1.107 0.0 0.1 -0.1 -0.291
N 0.664 1.010 -0.632 -0.1 0.6 -0.6 -0.214
C 0.830 0.295 -1.835 0.0 0.2 -0.1 -0.409
C 0.532 0.795 -3.105 0.1 0.0 0.0 -0.001
C 0.749 -0.021 -4.195 0.0 0.0 0.0 -0.051
C 1.263 -1.301 -4.005 0.0 0.0 0.0 -0.057
C 1.528 -1.708 -2.715 0.1 -0.1 0.1 -0.113
N 1.308 -0.935 -1.648 -0.2 0.2 0.0 0.074
H -3.491 6.067 -4.046 0.0 0.0 0.0 0.075
H -1.792 6.426 -4.364 0.0 0.0 0.0 0.086
H -2.583 7.114 -2.953 0.0 0.0 0.0 0.086
H -3.847 3.872 -3.238 0.0 0.0 0.0 0.114
H -3.138 1.901 -1.898 0.0 0.0 0.0 0.114
H 0.435 3.958 -0.766 0.0 0.0 0.0 0.125
H -0.268 5.920 -2.110 0.0 0.0 0.0 0.121
H 0.156 1.801 -3.220 0.0 0.0 0.0 0.109
H 0.529 0.340 -5.191 0.0 0.0 0.0 0.111
H 1.460 -1.962 -4.837 0.0 0.0 0.0 0.104
H 1.939 -2.690 -2.512 0.0 0.0 0.0 0.114

---

[2]
70
Properties=species:S:1:pos:R:3:forces:R:3:lowdin_charge:R:1 method="wB97M-V/def2-TZVPD" total_charge=-2 fmax_ha_per_bohr=0.0062 lumo_ev=3.757 e_above_lowest_kcal_mol=0.0 mol_weight_g_mol=820.42
Cs 0.864 -0.796 -0.387 0.2 -0.1 0.0 1.050
O 4.556 1.083 4.598 0.0 0.0 0.0 0.008
C 4.098 -0.097 5.034 0.0 0.0 0.0 -0.294
C 4.697 -0.662 6.165 0.0 0.0 0.0 -0.042
C 4.266 -1.881 6.657 0.0 0.0 0.0 -0.121
C 3.227 -2.565 6.035 0.0 0.0 0.0 -0.117
C 2.631 -2.005 4.917 0.0 0.0 0.0 -0.035
C 3.041 -0.781 4.400 0.0 0.0 0.0 -0.074
C 2.331 -0.262 3.174 -0.2 -0.1 0.0 -0.478
O 1.407 -0.915 2.677 0.2 0.0 0.1 -0.104
N 2.823 0.927 2.746 0.0 0.1 -0.1 -0.009
N 2.205 1.385 1.635 0.1 0.2 -0.1 -0.014
C 2.628 2.496 1.160 0.0 -0.3 0.2 -0.124
C 2.055 3.060 -0.066 -0.1 0.0 -0.1 -0.278
C 2.632 4.199 -0.635 0.0 0.0 0.0 -0.046
C 2.118 4.697 -1.819 0.0 0.0 0.0 -0.088
C 1.046 4.048 -2.412 0.0 0.0 0.0 -0.073
C 0.534 2.924 -1.777 0.0 0.0 0.0 -0.155
N 1.007 2.449 -0.633 0.0 0.0 0.0 0.074
H 3.989 1.291 3.773 0.0 0.0 0.0 0.055
H 5.508 -0.120 6.635 0.0 0.0 0.0 0.102
H 4.748 -2.303 7.532 0.0 0.0 0.0 0.088
H 2.892 -3.522 6.413 0.0 0.0 0.0 0.086
H 1.823 -2.504 4.396 0.0 0.0 0.0 0.112
H 3.458 3.034 1.628 0.0 0.0 0.0 0.109
H 3.484 4.664 -0.155 0.0 0.0 0.0 0.099
H 2.562 5.570 -2.283 0.0 0.0 0.0 0.096
H 0.629 4.379 -3.354 0.0 0.0 0.0 0.096
H -0.270 2.349 -2.229 0.0 0.0 0.0 0.096
C -2.407 0.308 0.119 0.0 0.0 0.0 -0.142
N -2.154 -0.793 -0.787 0.0 0.0 0.0 -0.310
C -2.635 -2.040 -0.211 0.0 0.0 0.0 -0.230
C -2.232 -3.325 -0.924 0.0 0.0 0.0 -0.278
N -0.796 -3.462 -0.925 0.0 -0.1 0.0 -0.023
C -0.252 -4.614 -1.270 0.0 0.1 0.0 -0.231
C -0.859 -5.815 -1.758 0.0 0.0 0.0 -0.140
F -2.206 -5.867 -1.978 0.0 0.0 0.0 0.035
C -0.161 -6.964 -2.068 0.0 0.0 0.0 -0.178
F -0.835 -8.045 -2.520 0.0 0.0 0.0 0.072
C 1.211 -7.040 -1.937 0.0 0.0 0.0 -0.181
F 1.893 -8.176 -2.234 0.0 0.0 0.0 0.052
C 1.866 -5.904 -1.479 0.0 0.0 0.0 -0.173
F 3.206 -5.939 -1.335 0.0 0.0 0.0 0.083
C 1.174 -4.764 -1.168 0.0 0.0 0.0 -0.156
F 1.900 -3.706 -0.727 -0.1 0.0 0.0 -0.011
C -2.639 -0.517 -2.135 0.0 0.0 0.0 -0.207
C -1.742 -0.981 -3.279 0.1 0.0 0.0 -0.254
N -0.488 -0.255 -3.263 0.0 0.1 0.0 -0.016
C 0.253 -0.200 -4.352 0.0 0.0 0.1 -0.234
C 0.016 -0.671 -5.687 0.0 0.0 0.0 -0.138
F -1.118 -1.365 -5.991 0.0 0.0 0.0 0.035
C 0.891 -0.485 -6.739 -0.1 0.0 0.0 -0.179
F 0.546 -0.936 -7.966 0.0 0.0 0.0 0.073
C 2.103 0.152 -6.583 0.0 0.0 0.0 -0.183
F 2.932 0.379 -7.636 0.0 0.0 0.0 0.050
C 2.421 0.591 -5.303 0.0 0.0 0.0 -0.174
F 3.613 1.190 -5.096 0.0 0.0 0.0 0.079
C 1.555 0.408 -4.259 -0.1 0.0 0.0 -0.160
F 1.979 0.793 -3.029 0.0 0.0 0.0 0.009
H -3.486 0.507 0.265 0.0 0.0 0.0 0.083
H -1.974 0.092 1.099 0.0 0.0 0.0 0.078
H -1.937 1.218 -0.259 0.0 0.0 0.0 0.071
H -2.229 -2.101 0.804 0.0 0.0 0.0 0.113
H -3.742 -2.015 -0.126 0.0 0.0 0.0 0.114
H -2.743 -4.130 -0.374 0.0 0.0 0.0 0.109
H -2.679 -3.341 -1.930 0.0 0.0 0.0 0.100
H -3.650 -0.944 -2.268 0.0 0.0 0.0 0.115
H -2.737 0.568 -2.239 0.0 0.0 0.0 0.107
H -1.567 -2.060 -3.189 0.0 0.0 0.0 0.100
H -2.329 -0.827 -4.193 0.0 0.0 0.0 0.103

---

[3]
65
Properties=species:S:1:pos:R:3:forces:R:3:lowdin_charge:R:1 method="wB97M-V/def2-TZVPD" total_charge=-2 fmax_ha_per_bohr=0.0945 lumo_ev="3.891 / 3.891" e_above_lowest_kcal_mol=14.0 mol_weight_g_mol=723.99
Pd 0.442 0.370 0.260 0.6 1.5 -1.9 0.950
S 4.562 2.102 -0.219 1.3 0.6 -0.7 1.083
C 4.751 0.511 -0.901 0.7 0.4 0.0 -0.458
C 5.939 -0.033 -1.462 -2.3 -1.1 0.9 -0.098
C 5.774 -1.366 -1.874 1.1 0.3 -0.3 -0.132
C 4.554 -2.063 -1.846 -0.8 1.5 1.3 -0.064
C 3.435 -1.499 -1.169 2.1 0.1 -0.8 0.028
C 3.521 -0.158 -0.750 0.2 -0.8 -0.6 -0.258
N 2.469 0.633 -0.283 0.7 0.5 -0.2 0.000
C 2.895 1.874 -0.083 -1.6 -1.7 0.7 -0.565
C 1.923 2.840 0.324 0.0 1.4 1.2 -0.280
C 2.286 4.127 0.736 0.7 -0.5 -1.0 -0.078
C 1.312 5.075 0.933 0.3 0.8 -0.1 -0.143
C -0.029 4.769 0.820 -1.6 -1.1 0.3 -0.106
C -0.407 3.416 0.628 -0.6 1.3 0.0 -0.085
C 0.586 2.469 0.414 -0.8 -3.1 -0.8 -0.128
H 6.867 0.519 -1.483 0.0 -0.1 0.0 0.088
H 6.681 -1.923 -2.139 -0.4 0.3 -0.4 0.089
H 4.480 -3.026 -2.332 0.0 -0.2 0.4 0.092
H 2.609 -2.101 -0.901 -1.1 0.0 -0.2 0.050
H 3.364 4.321 0.744 -0.4 0.5 0.2 0.081
H 1.581 6.104 1.042 0.3 0.5 0.4 0.079
H -0.837 5.531 0.977 1.0 -0.7 -0.3 0.103
H -1.497 3.186 0.584 1.1 -0.2 0.2 0.101
O -6.440 1.001 -4.177 0.9 -0.8 -0.1 -0.002
C -5.103 0.577 -4.450 0.6 0.2 0.7 -0.444
O -4.780 0.403 -5.616 -0.5 0.1 1.3 0.030
C -4.219 0.467 -3.223 -1.6 0.9 -1.5 -0.215
C -2.918 -0.017 -3.320 2.5 0.1 0.6 -0.058
C -2.027 0.040 -2.214 0.0 -0.1 -2.4 -0.029
C -2.473 0.527 -0.956 2.6 -0.3 2.4 -0.308
C -3.739 1.124 -0.913 -1.6 0.3 0.1 -0.072
C -4.539 1.147 -2.032 -0.5 -0.1 0.8 -0.087
N -1.671 0.471 0.190 -1.0 -0.6 -4.0 -0.099
C -2.260 0.335 1.380 -1.8 0.4 4.5 -0.219
C -1.456 0.216 2.573 -1.0 1.4 -3.4 -0.319
C -1.891 -0.010 3.881 -0.2 -0.9 2.2 -0.095
C -0.949 -0.082 4.903 -1.8 1.1 -2.1 -0.140
C 0.350 0.361 4.638 1.7 -0.5 2.5 -0.174
C 0.754 0.514 3.347 0.1 0.3 -0.4 -0.220
N -0.103 0.435 2.359 0.1 -0.6 0.4 -0.042
H -6.654 0.674 -3.286 0.3 0.3 -0.3 0.077
H -2.535 -0.270 -4.335 -0.3 -0.2 1.0 0.113
H -0.950 -0.224 -2.381 -1.2 0.1 0.5 0.100
H -4.113 1.586 0.025 0.5 -0.2 -0.8 0.092
H -5.433 1.758 -1.958 -0.2 -0.2 -0.1 0.095
H -3.423 0.409 1.511 2.3 -0.5 -0.3 0.102
H -2.959 -0.158 4.145 0.7 -0.1 -0.5 0.098
H -1.348 -0.332 5.847 0.1 -0.1 1.2 0.063
H 1.065 0.486 5.475 -0.3 -0.2 -0.6 0.070
H 1.815 0.716 3.083 -0.7 0.0 0.2 0.108
C -1.305 -3.007 0.615 -0.6 0.3 -0.5 -0.015
C 0.152 -2.962 0.104 0.1 1.1 0.7 -0.428
O 0.652 -1.728 -0.287 -0.9 -1.7 0.7 -0.286
C 0.293 -3.941 -1.167 0.3 1.2 1.7 -0.475
F -0.710 -3.816 -2.100 1.6 0.0 0.9 0.115
F 1.525 -3.694 -1.722 -1.5 -0.9 -0.4 0.093
F 0.277 -5.225 -0.747 0.1 -0.2 -0.7 0.112
C 1.011 -3.505 1.398 -0.9 1.1 -1.8 -0.500
F 0.630 -4.737 1.866 0.5 0.9 0.0 0.094
F 0.898 -2.601 2.415 0.3 -1.2 -0.8 0.120
F 2.300 -3.563 1.023 0.3 -0.4 0.7 0.122
H -1.875 -2.554 -0.228 0.0 0.0 0.9 0.088
H -1.454 -2.441 1.588 0.3 -0.5 -1.4 0.097
H -1.660 -4.059 0.728 0.3 0.6 0.0 0.085